{"formula": "C4H6N2O", "method": "ωB97M-V/def2-TZVPD", "gap_ev": 10.6, "multiplicity": 1, "lumo_ev": 0.2, "e_tot_ha": -340.64484, "smiles": "[H]/N=C(/C#N)COC", "charge": 0, "e_above_lowest_kj_mol": 394.0, "species": ["H", "N", "C", "C", "N", "C", "O", "C", "H", "H", "H", "H", "H"], "coordinates": [[0.04, 1.82, -1.11], [-0.85, 1.35, -0.99], [-1.00, 0.45, -0.16], [-2.59, -0.36, -0.21], [-3.71, -0.65, -0.28], [-0.42, -0.62, 0.65], [0.99, -0.09, 1.02], [1.97, 0.05, 0.03], [-0.90, -0.69, 1.62], [-0.32, -1.56, 0.11], [2.02, -0.82, -0.64], [2.94, 0.16, 0.51], [1.84, 0.97, -0.55]]}

***

{"formula": "C30H41BrCaN10O2S", "method": "ωB97M-V/def2-TZVPD", "gap_ev": 8.8, "multiplicity": 1, "lumo_ev": -4.2, "e_tot_ha": -5515.34554, "charge": 2, "e_above_lowest_kj_mol": 0.0, "species": ["Ca", "C", "O", "C", "C", "C", "Br", "C", "C", "C", "O", "C", "N", "C", "C", "C", "C", "C", "C", "N", "H", "H", "H", "H", "H", "H", "H", "H", "H", "H", "H", "C", "N", "C", "C", "N", "C", "C", "N", "C", "C", "N", "C", "N", "C", "C", "C", "N", "C", "H", "H", "H", "H", "H", "H", "H", "H", "H", "H", "H", "H", "H", "H", "H", "H", "H", "H", "H", "H", "H", "H", "H", "H", "C", "N", "C", "C", "N", "C", "S", "H", "H", "H", "H", "H", "H"], "coordinates": [[0.94, -1.15, 0.36], [4.38, -1.37, -0.34], [3.23, -0.50, -0.38], [3.42, 0.75, -0.95], [4.58, 1.16, -1.59], [4.60, 2.41, -2.21], [6.17, 2.97, -3.07], [3.48, 3.23, -2.22], [2.33, 2.82, -1.56], [2.32, 1.60, -0.91], [1.19, 1.11, -0.30], [1.06, 3.57, -1.65], [0.48, 3.92, -2.74], [-0.75, 4.47, -2.36], [-1.76, 5.01, -3.15], [-2.88, 5.49, -2.50], [-3.00, 5.44, -1.11], [-2.01, 4.90, -0.31], [-0.89, 4.41, -0.97], [0.27, 3.77, -0.50], [5.15, -0.94, 0.29], [4.76, -1.53, -1.35], [4.03, -2.32, 0.06], [5.46, 0.54, -1.62], [3.48, 4.18, -2.74], [0.52, 1.83, -0.26], [-1.65, 5.05, -4.22], [-3.68, 5.93, -3.08], [-3.89, 5.85, -0.64], [-2.10, 4.87, 0.76], [0.70, 4.04, 0.37], [-0.36, -1.11, -2.44], [-1.68, -0.64, -2.14], [-2.40, 0.22, -3.07], [-3.70, 0.42, -2.32], [-3.28, 0.29, -0.92], [-4.25, 0.58, 0.11], [-2.12, -0.42, -0.85], [-1.43, -0.86, 0.17], [-2.01, -0.92, 1.51], [-1.12, -1.78, 2.40], [0.21, -1.20, 2.59], [0.64, -0.82, 3.76], [1.98, -0.66, 3.98], [2.94, -0.66, 2.91], [2.22, 0.03, 5.24], [0.95, -0.31, 6.00], [-0.01, -0.51, 4.91], [-1.43, -0.45, 5.18], [-0.30, -1.35, -3.50], [-0.14, -2.03, -1.89], [0.42, -0.35, -2.24], [-2.53, -0.27, -4.03], [-1.86, 1.17, -3.21], [-4.44, -0.34, -2.57], [-4.14, 1.40, -2.49], [-4.85, 1.42, -0.22], [-3.78, 0.86, 1.04], [-4.93, -0.27, 0.29], [-3.01, -1.37, 1.49], [-2.10, 0.07, 1.97], [-0.99, -2.74, 1.90], [-1.63, -2.00, 3.33], [2.88, -1.59, 2.35], [3.94, -0.60, 3.33], [2.81, 0.20, 2.23], [2.32, 1.11, 5.08], [3.12, -0.34, 5.73], [0.62, 0.50, 6.65], [1.06, -1.22, 6.59], [-1.59, 0.26, 5.99], [-1.85, -1.41, 5.47], [-1.97, -0.07, 4.31], [-1.60, -4.36, -0.77], [-0.50, -4.76, -1.64], [-0.64, -5.45, -2.84], [0.61, -5.69, -3.30], [1.48, -5.15, -2.38], [0.80, -4.59, -1.36], [1.47, -3.88, 0.04], [-2.53, -4.70, -1.22], [-1.61, -3.28, -0.65], [-1.48, -4.83, 0.21], [-1.60, -5.71, -3.24], [0.94, -6.19, -4.19], [2.48, -5.19, -2.40]]}